Entry from OMol25: 2 unconnected molecules or ions with the total composition C5H14O (the ωB97M-V functional and the def2-TZVPD basis).

The HOMO energy comes out at -10.68 eV. The gap between HOMO and LUMO comes out at 11.3672 eV. The lowest unoccupied orbital energy comes out at 0.7 eV. As for the structure (SMILES): CC(C)(C)C.O. The energy relative to the best compared isomer or geometry (same formula, charge and spin) is 17.1 kJ/mol.

Geometry (Å):
C: 0.00000 0.00000 0.00000
C: 1.45838 -1.03531 1.79559
C: -0.89077 -0.37192 2.28605
C: -0.32189 -2.37245 0.79429
C: 0.02944 -0.93216 1.18562
H: -0.98734 0.25464 -0.42063
H: 0.57540 -0.55190 -0.76218
H: 0.53436 0.93591 0.23483
H: 2.20743 -1.45081 1.10069
H: 1.41855 -1.67478 2.69343
H: 1.78102 -0.02468 2.09751
H: -1.97283 -0.41405 2.07636
H: -0.61159 0.67640 2.48530
H: -0.68410 -0.96896 3.19017
H: -1.31661 -2.32744 0.31983
H: -0.37516 -3.05497 1.65911
H: 0.39716 -2.78322 0.06569
O: 2.48092 2.67006 2.92858
H: 3.05786 3.45145 2.77100
H: 1.80102 2.98804 3.56488



Entry from OMol25: a molecular structure, C4H2N (the ωB97M-V functional and the def2-TZVPD basis).

The net charge is +1. The HOMO energy comes out at -15.27 eV. The gap between HOMO and LUMO comes out at 7.4378 eV. The lowest unoccupied orbital energy comes out at -7.8 eV. The energy relative to the best compared isomer or geometry (same formula, charge and spin) is 41.0 kJ/mol.

Geometry (Å):
C: 1.69062 0.76902 -0.03946
C: 1.30800 -0.56016 -0.33425
C: 0.38053 0.77188 0.27832
C: 0.10147 -1.12047 0.18976
N: -0.81237 0.07017 0.03169
H: -1.50083 0.09038 0.84500
H: -1.16741 -0.02081 -0.97106



Entry from OMol25: 3 unconnected molecules or ions with the total composition C25H44F2N3O12 (the ωB97M-V functional and the def2-TZVPD basis).

The net charge is +1. The HOMO energy comes out at -11.53 eV. The gap between HOMO and LUMO comes out at 8.8511 eV. The lowest unoccupied orbital energy comes out at -2.7 eV. The energy relative to the best compared isomer or geometry (same formula, charge and spin) is 73.2 kJ/mol.

Geometry (Å):
C: 3.67690 -1.19288 2.41728
C: 3.34262 -0.62187 1.24200
C: 2.22227 0.39495 1.20134
C: 2.09933 1.25917 -0.08030
C: 2.26211 2.76249 0.32801
O: 3.57133 3.29260 0.28965
C: 4.33795 3.13067 1.46980
O: 5.37859 2.22357 1.27901
C: 6.42291 2.79541 0.50581
C: 7.21867 1.69393 -0.14986
O: 6.65494 1.38540 -1.43396
N: 3.19873 0.93132 -1.03542
C: 3.04864 1.59107 -2.26251
N: 4.14612 2.15029 -2.69699
O: 4.21740 2.80218 -3.89793
N: 1.89505 1.59006 -2.95685
C: 0.68820 1.87753 -2.08362
C: 0.74618 1.04319 -0.82067
C: 0.53508 -0.48729 -1.04874
C: 0.06913 -0.95199 -2.42449
C: -0.41528 -2.39891 -2.38928
O: -1.02353 -2.70763 -3.64948
C: -0.42742 1.50604 0.08709
C: -1.80656 1.42896 -0.59311
C: -2.92615 1.36971 0.46347
C: -3.45943 -0.05357 0.66115
O: -2.47179 -1.04202 0.35444
C: -2.12147 -1.85437 1.45869
H: 4.01059 -2.21928 2.49842
H: 3.65210 -0.61704 3.33769
H: 3.93272 -0.88282 0.37079
H: 2.35702 1.03349 2.07533
H: 1.30989 -0.16120 1.38790
H: 1.69417 3.40705 -0.34001
H: 1.82414 2.91205 1.31350
H: 3.72380 2.84641 2.32077
H: 4.77647 4.10782 1.69444
H: 6.04907 3.47108 -0.26545
H: 7.09519 3.35422 1.16276
H: 7.14794 0.81894 0.49325
H: 8.24865 2.01055 -0.29473
H: 6.57968 0.43645 -1.54213
H: 3.12837 -0.05956 -1.26299
H: 5.01656 2.06629 -2.14700
H: 3.98423 3.73010 -3.74836
H: 1.91448 2.27574 -3.70578
H: 0.71224 2.94651 -1.88511
H: -0.19307 1.68747 -2.68355
H: -0.23715 -0.80699 -0.35285
H: 1.42043 -1.06865 -0.77885
H: 0.86558 -0.90406 -3.17338
H: -0.77033 -0.38098 -2.81748
H: 0.39900 -3.10404 -2.21845
H: -1.22513 -2.47685 -1.66711
H: -0.53502 -2.26196 -4.34296
H: -0.47248 0.85168 0.95495
H: -0.29897 2.53411 0.42712
H: -1.94773 2.35765 -1.15101
H: -1.87338 0.60411 -1.29445
H: -2.50136 1.71407 1.40692
H: -3.73610 2.05375 0.23325
H: -3.81613 -0.21471 1.67266
H: -4.31533 -0.19871 -0.00142
H: -2.83332 -2.67468 1.57006
H: -1.14077 -2.29074 1.26484
H: -2.05207 -1.28559 2.38736
C: -7.75031 0.44246 3.46903
C: -7.35361 1.10170 4.77018
O: -5.94734 1.23640 4.62143
C: -5.68903 1.33756 3.29236
O: -4.66097 1.70832 2.82963
O: -6.76382 0.95991 2.56513
F: -7.61578 0.31759 5.83846
H: -7.65915 -0.64266 3.52563
H: -8.75236 0.70313 3.14104
H: -7.79295 2.08688 4.93357
C: -3.06909 -5.02981 -1.86347
C: -2.43742 -6.24129 -1.22164
O: -3.51979 -6.80843 -0.51260
C: -4.66604 -6.46777 -1.17829
O: -5.71813 -6.97428 -1.01040
O: -4.41533 -5.46678 -2.06163
F: -1.45827 -5.89587 -0.34358
H: -3.06095 -4.16595 -1.19536
H: -2.60333 -4.75608 -2.80761
H: -2.04079 -6.97467 -1.92539



Entry from OMol25: a molecular structure, C4H20O7V (the ωB97M-V functional and the def2-TZVPD basis).

Its expectation value of S² is 3.75. The HOMO energy (spin up / spin down) comes out at -6.58 / -7.47 eV. The gap between HOMO and LUMO (spin up / spin down) comes out at 5.7589 / 6.6382 eV. The lowest unoccupied orbital energy (spin up / spin down) comes out at -0.8 / -0.8 eV. The energy relative to the best compared isomer or geometry (same formula, charge and spin) is 44.5 kJ/mol. Its multiplicity is 4.

Geometry (Å):
V: 21.40742 13.17974 2.11790
C: 17.18970 14.78654 1.78634
C: 18.54452 14.81437 1.06953
O: 19.41897 13.86801 1.52895
H: 16.54156 15.47901 1.23933
H: 17.29775 15.07195 2.83254
H: 16.77108 13.78441 1.70082
H: 18.93053 15.85716 1.10932
H: 18.31109 14.69778 -0.00903
C: 22.26076 9.59705 3.70076
C: 20.99604 10.09671 2.97759
O: 21.25137 11.02289 1.99251
H: 22.81440 10.40397 4.19634
H: 22.88215 9.06987 2.98068
H: 21.94845 8.97174 4.54557
H: 20.29850 10.52460 3.72348
H: 20.47179 9.20082 2.61187
O: 19.13135 11.42188 -0.08153
H: 19.16093 12.23614 0.46242
H: 19.96941 10.98422 0.12018
O: 20.99206 13.37553 4.33789
H: 21.14478 14.31870 4.48394
H: 20.76021 13.01655 5.20055
O: 22.04881 13.32672 -0.00886
H: 22.46116 12.47970 -0.24328
H: 22.31757 13.94513 -0.69411
O: 23.58375 12.97779 2.61079
H: 24.27858 13.61076 2.39737
H: 24.00866 12.28160 3.13137
O: 21.94820 15.38338 2.17227
H: 21.58773 16.00196 1.52171
H: 22.61009 15.87998 2.66834



Entry from OMol25: 3 unconnected molecules or ions with the total composition C16H21Br2F6I2O10PS (the ωB97M-V functional and the def2-TZVPD basis).

The HOMO energy comes out at -9.47 eV. The gap between HOMO and LUMO comes out at 8.6273 eV. The lowest unoccupied orbital energy comes out at -0.8 eV.

Geometry (Å):
C: -1.59367 1.70403 5.67727
C: -1.12830 0.20512 5.53481
I: -1.36292 -1.00665 7.35150
C: -0.56897 -0.34145 4.35005
I: 0.07131 -2.41032 4.54593
C: -0.38750 0.54371 3.01078
C: 0.84009 1.50529 3.34470
P: 0.72980 3.33450 3.03460
O: 1.89999 3.94356 3.84431
O: 1.08012 3.81059 1.43298
O: -0.63569 4.11726 3.63255
C: -1.74606 1.18671 2.52193
C: -1.89070 1.63263 1.00447
Br: -2.14642 3.60800 0.75555
S: -0.60059 1.06561 -0.17842
O: -0.06878 2.29998 -0.87521
O: -1.18597 0.23758 -1.31559
O: 0.61037 0.30533 0.66018
C: 0.12012 -0.43212 1.81467
Br: -1.29100 -1.75521 1.26771
H: -0.70635 2.35937 5.43371
H: -1.82965 1.90902 6.77560
H: -2.53729 1.96829 5.11545
H: 1.14792 1.39578 4.43860
H: 1.75676 1.13116 2.77062
H: 1.89333 3.33361 1.15435
H: -0.36693 4.62191 4.43086
H: -2.54733 0.39108 2.70522
H: -2.11591 2.07309 3.13816
H: -2.87455 1.20322 0.61996
H: 1.01491 -1.05929 2.14001
C: -0.23660 -4.47707 -2.31098
C: -0.58451 -5.78183 -1.62292
O: 0.60704 -6.49661 -1.25712
C: 1.18945 -6.11539 -0.10955
O: 0.78223 -5.23761 0.59798
C: 2.40972 -6.98455 0.18129
F: 3.17501 -7.17408 -0.90742
F: 2.05458 -8.20581 0.61936
F: 3.20494 -6.45449 1.11993
H: 0.42085 -4.65709 -3.16460
H: -1.13912 -3.97353 -2.66138
H: 0.29441 -3.80439 -1.63413
H: -1.13510 -6.42516 -2.31126
H: -1.22374 -5.62029 -0.75185
C: -0.07874 1.10399 -4.26933
C: 0.71900 2.37253 -4.07480
O: 1.18104 2.88465 -5.33788
C: 0.29890 3.61994 -6.03154
O: -0.81802 3.86221 -5.66932
C: 0.93573 4.13556 -7.31912
F: 1.64124 3.18566 -7.95904
F: 1.78672 5.15036 -7.07980
F: 0.02913 4.59171 -8.19383
H: 0.50115 0.36505 -4.82861
H: -0.35761 0.67797 -3.30650
H: -0.99085 1.29133 -4.84050
H: 1.60761 2.15705 -3.47946
H: 0.14538 3.12850 -3.53496



Entry from OMol25: a molecular structure, C20H31NdO2 (the ωB97M-V functional and the def2-TZVPD basis).

Its expectation value of S² is 3.76. The HOMO energy (spin up / spin down) comes out at -7.05 / -6.99 eV. The gap between HOMO and LUMO (spin up / spin down) comes out at 7.3573 / 7.3031 eV. The lowest unoccupied orbital energy (spin up / spin down) comes out at 0.3 / 0.3 eV. The energy relative to the best compared isomer or geometry (same formula, charge and spin) is 85.6 kJ/mol. Its multiplicity is 4.

Geometry (Å):
O: -3.13264 -1.26304 -3.07691
C: -2.66293 -2.09773 -4.18738
C: -3.88021 -1.79142 -5.08458
H: -2.59787 -3.14421 -3.90017
H: -1.72817 -1.71384 -4.58845
C: -4.32770 -0.93292 -3.85648
H: -4.50669 -2.65269 -5.28493
H: -3.63734 -1.21196 -5.96756
C: -5.59211 -1.44178 -3.19965
H: -5.55293 -2.52029 -3.01050
H: -6.46219 -1.24376 -3.83841
H: -5.76113 -0.91646 -2.25116
C: -4.39626 0.54996 -4.14097
H: -3.48690 0.90808 -4.63603
H: -4.53756 1.10278 -3.20332
H: -5.25054 0.77828 -4.78903
Nd: 2.32945 0.52029 2.45389
C: 3.60457 2.86814 2.43986
C: 4.52900 1.84112 2.10131
C: 4.18475 1.34266 0.81423
H: 5.23963 1.40426 2.80277
C: 3.03492 2.05484 0.36002
C: 2.68591 2.99881 1.36379
H: 1.86010 3.70313 1.31173
H: 3.59920 3.44449 3.35153
H: 4.55426 0.41996 0.36847
H: 2.48831 1.88801 -0.55643
C: 1.84234 1.23279 4.92029
C: 1.05779 2.16014 4.17860
C: 0.02747 1.43472 3.51761
H: 1.21372 3.22484 4.11151
C: 0.16000 0.05777 3.86352
C: 1.27316 -0.05770 4.74517
H: 1.74903 -0.99543 5.04544
H: 2.74761 1.48107 5.47139
H: -0.68707 1.86133 2.82390
H: -0.38513 -0.75149 3.39524
O: 0.94542 -0.27670 0.80898
C: -0.19652 0.44357 0.17858
C: -0.26584 -0.16710 -1.21061
H: 0.03053 1.52152 0.22718
H: -1.05486 0.22487 0.82923
C: 0.34582 -1.58370 -1.04589
H: 0.41402 0.42234 -1.85188
H: -1.27643 -0.16230 -1.60454
C: 1.47634 -1.39365 -0.04439
H: 0.69058 -2.04114 -1.96117
H: -0.41104 -2.21193 -0.54077
H: 2.41197 -1.04209 -0.51733
H: 1.69329 -2.22154 0.64677
C: 3.77368 -1.34330 3.00586
H: 3.08187 -2.14138 3.32100
H: 4.43323 -0.99890 3.81899
H: 4.31209 -1.57132 2.07171



no.,E (Ha),maximum force (hartree/bohr)
1,-274.135528,0.02464
2,-207.658071,0.09056
3,-2245.517422,0.03259
4,-1635.061136,0.04028
5,-8456.777472,0.15978
6,-1492.476194,0.03115